[1]
ORCA calculation (the ωB97M-V functional and the def2-TZVPD basis) on a cluster of 13 separate species, C40H92N12O13 in total in a non-equilibrium geometry.

Results
- HOMO level: -8.75 eV
- Frontier orbital gap: 8.7 eV

Geometry (Å):
C: 3.102 0.214 1.021
C: 4.185 -0.847 0.838
O: 4.671 -1.420 1.761
N: 4.548 -1.053 -0.456
C: 5.667 -1.885 -0.857
H: 2.346 -0.141 1.722
H: 2.641 0.383 0.048
H: 3.508 1.185 1.304
H: 4.195 -0.370 -1.110
H: 6.058 -2.478 -0.029
H: 6.470 -1.187 -1.095
H: 5.375 -2.446 -1.745
C: 0.878 2.438 3.995
C: 1.387 3.526 3.013
O: 0.749 4.081 2.094
N: 2.630 3.907 3.218
C: 3.405 4.948 2.524
H: 0.140 1.811 3.494
H: 0.445 2.726 4.952
H: 1.676 1.731 4.220
H: 3.271 3.371 3.786
H: 2.821 5.760 2.092
H: 3.928 4.437 1.715
H: 4.176 5.377 3.164
C: 1.892 -4.139 -0.539
C: 1.156 -4.376 0.736
O: 0.201 -3.728 1.018
N: 1.509 -5.406 1.489
C: 0.778 -5.877 2.638
H: 1.239 -3.752 -1.321
H: 2.235 -5.112 -0.888
H: 2.674 -3.414 -0.315
H: 2.299 -5.960 1.191
H: 1.431 -5.577 3.457
H: 0.650 -6.958 2.581
H: -0.215 -5.439 2.739
C: -0.966 3.767 -0.848
C: -0.682 5.237 -1.176
O: -0.703 5.739 -2.302
N: -0.370 5.961 -0.113
C: 0.136 7.378 -0.191
H: -2.015 3.472 -0.876
H: -0.570 3.484 0.127
H: -0.281 3.196 -1.476
H: -0.220 5.495 0.770
H: 0.111 7.698 0.851
H: -0.576 8.014 -0.718
H: 1.150 7.433 -0.586
C: 6.065 2.186 -1.359
C: 4.576 2.235 -1.493
O: 3.959 1.215 -1.864
N: 3.876 3.379 -1.133
C: 2.398 3.479 -1.054
H: 6.534 1.258 -1.687
H: 6.309 2.276 -0.300
H: 6.404 3.040 -1.945
H: 4.446 4.113 -0.737
H: 1.972 4.112 -1.832
H: 2.103 3.932 -0.107
H: 1.979 2.477 -1.152
C: -1.888 2.722 -4.507
C: -3.217 3.096 -3.913
O: -4.156 2.324 -3.837
N: -3.304 4.338 -3.569
C: -4.487 4.987 -3.076
H: -1.908 3.085 -5.535
H: -1.779 1.643 -4.392
H: -1.107 3.247 -3.957
H: -2.499 4.940 -3.664
H: -4.263 5.857 -2.460
H: -5.070 4.309 -2.453
H: -5.129 5.318 -3.892
C: -0.889 -3.039 -3.437
C: -0.428 -4.508 -3.691
O: -0.097 -4.780 -4.830
N: -0.569 -5.374 -2.668
C: -0.073 -6.719 -2.784
H: -0.284 -2.303 -3.967
H: -0.773 -2.805 -2.379
H: -1.910 -2.921 -3.799
H: -1.097 -5.082 -1.858
H: 0.806 -6.882 -3.408
H: -0.902 -7.408 -2.944
H: 0.289 -7.020 -1.801
C: -4.855 -3.944 0.560
C: -3.287 -3.980 0.548
O: -2.679 -4.444 -0.444
N: -2.571 -3.488 1.515
C: -2.945 -2.793 2.754
H: -5.153 -3.361 1.432
H: -5.160 -4.989 0.603
H: -5.134 -3.422 -0.356
H: -1.593 -3.531 1.268
H: -2.147 -2.989 3.470
H: -3.928 -3.090 3.119
H: -2.874 -1.733 2.510
C: -5.114 1.680 -0.531
C: -5.020 0.176 -0.775
O: -5.301 -0.678 0.039
N: -4.548 0.002 -1.989
C: -4.200 -1.337 -2.596
H: -6.116 1.890 -0.159
H: -4.960 2.282 -1.427
H: -4.449 2.015 0.265
H: -4.542 0.737 -2.681
H: -4.028 -1.244 -3.668
H: -5.072 -1.991 -2.552
H: -3.309 -1.728 -2.105
C: 0.728 -2.069 3.485
C: 0.998 -3.018 4.768
O: 0.162 -3.833 5.190
N: 2.103 -2.805 5.493
C: 3.034 -1.746 5.352
H: -0.217 -2.353 3.022
H: 1.489 -2.192 2.714
H: 0.645 -1.074 3.922
H: 2.270 -3.324 6.343
H: 4.006 -1.954 5.799
H: 2.607 -0.869 5.840
H: 3.257 -1.520 4.310
C: -3.966 1.189 3.245
C: -3.020 1.198 4.401
O: -2.562 2.244 4.836
N: -2.840 0.047 5.050
C: -1.855 -0.053 6.188
H: -3.470 1.399 2.297
H: -4.765 1.919 3.377
H: -4.385 0.193 3.104
H: -3.349 -0.776 4.760
H: -1.112 0.733 6.056
H: -1.375 -1.031 6.154
H: -2.357 0.121 7.140
C: 1.829 1.771 -4.853
C: 1.881 0.276 -4.888
O: 1.120 -0.382 -5.574
N: 2.714 -0.252 -3.940
C: 2.720 -1.749 -3.602
H: 0.836 2.028 -5.222
H: 2.460 2.257 -5.597
H: 1.915 2.208 -3.857
H: 3.268 0.383 -3.383
H: 2.102 -1.997 -2.739
H: 3.690 -2.061 -3.215
H: 2.327 -2.279 -4.469
C: -1.152 -0.090 -1.698
C: -1.407 -0.831 -0.362
C: -0.585 -0.066 0.728
O: 0.292 0.735 -0.086
C: 0.295 0.206 -1.435
H: -1.671 0.867 -1.758
H: -1.397 -0.602 -2.628
H: -1.137 -1.887 -0.395
H: -2.462 -0.802 -0.091
H: -0.070 -0.828 1.314
H: -1.262 0.525 1.345
H: 0.934 -0.676 -1.461
H: 0.692 0.852 -2.217

***

[2]
ORCA calculation (the ωB97M-V functional and the def2-TZVPD basis) on a cluster of 5 separate species, C40H93BClN8O11P2 in total in a non-equilibrium geometry.

Results
- HOMO level: -9.73 eV
- Frontier orbital gap: 7.0 eV
- Charge: +1

Geometry (Å):
C: 1.421 -5.264 2.520
C: 2.532 -4.363 1.958
C: 2.408 -4.166 0.453
N: 1.269 -3.335 0.009
C: 1.036 -2.137 0.415
N: 0.003 -1.357 0.030
O: -0.631 -1.544 -1.201
C: -1.503 -2.522 -1.160
N: -2.342 -3.335 -1.172
C: -0.147 -0.108 0.774
C: -1.673 -0.017 1.047
O: -1.946 0.866 2.106
C: -3.297 0.910 2.387
O: -3.649 -0.299 3.024
C: -4.889 -0.869 2.641
C: -4.756 -1.785 1.449
O: -4.136 -3.010 1.835
P: 0.307 1.448 -0.209
O: 0.112 1.109 -1.803
O: -0.718 2.580 0.281
C: 0.752 -0.510 1.989
C: 1.173 0.698 2.842
C: 2.151 0.559 4.019
C: 3.267 -0.469 3.931
Cl: 1.323 0.365 5.612
P: -0.208 -1.650 3.148
O: 0.699 -2.420 3.991
O: -1.107 -2.651 2.250
O: -1.220 -0.848 4.072
N: 1.765 -1.375 1.352
B: 2.873 -0.751 0.598
O: 3.437 0.439 0.998
O: 3.401 -1.391 -0.496
C: 3.248 -0.690 -1.750
C: 2.611 -1.576 -2.804
H: 1.748 -5.632 3.486
H: 1.367 -6.135 1.867
H: 0.465 -4.759 2.588
H: 3.457 -4.921 2.099
H: 2.644 -3.446 2.525
H: 3.349 -3.802 0.050
H: 2.265 -5.147 0.010
H: 0.637 -3.756 -0.657
H: -2.153 0.398 0.145
H: -2.137 -0.993 1.182
H: -3.901 1.082 1.487
H: -3.500 1.742 3.059
H: -5.246 -1.473 3.470
H: -5.655 -0.127 2.410
H: -5.749 -1.994 1.046
H: -4.182 -1.314 0.644
H: -4.579 -3.678 1.308
H: -0.629 1.607 -2.180
H: -0.354 3.461 0.139
H: 0.252 1.129 3.231
H: 1.584 1.463 2.191
H: 2.634 1.524 4.113
H: 2.962 -1.453 3.595
H: 4.042 -0.111 3.253
H: 3.739 -0.568 4.901
H: -1.864 -2.988 2.747
H: -2.125 -0.879 3.714
H: 3.053 1.155 0.468
H: 4.248 -0.455 -2.106
H: 2.702 0.245 -1.631
H: 3.351 -2.184 -3.315
H: 1.877 -2.258 -2.383
H: 2.103 -0.975 -3.555
C: -0.286 8.571 0.857
C: -0.766 7.148 1.094
N: -1.410 6.950 2.377
C: -1.639 5.550 2.672
C: -2.610 4.771 1.773
C: -2.513 7.849 2.679
C: -3.712 7.864 1.720
H: 0.409 8.885 1.636
H: 0.231 8.629 -0.101
H: -1.112 9.282 0.820
H: 0.114 6.496 1.047
H: -1.418 6.853 0.254
H: -1.968 5.456 3.710
H: -0.666 5.045 2.637
H: -3.650 5.002 1.995
H: -2.480 3.699 1.943
H: -2.433 4.955 0.711
H: -2.115 8.863 2.741
H: -2.866 7.636 3.690
H: -3.410 7.842 0.673
H: -4.291 8.776 1.875
H: -4.392 7.033 1.904
C: 5.596 -4.915 -2.740
C: 6.941 -5.105 -3.423
N: 6.932 -4.741 -4.826
C: 8.143 -5.143 -5.526
C: 9.470 -4.493 -5.113
C: 6.449 -3.405 -5.125
C: 7.182 -2.214 -4.491
H: 4.816 -5.492 -3.240
H: 5.658 -5.256 -1.705
H: 5.295 -3.866 -2.717
H: 7.207 -6.162 -3.346
H: 7.704 -4.553 -2.851
H: 7.993 -4.988 -6.597
H: 8.245 -6.226 -5.408
H: 9.564 -3.478 -5.496
H: 10.300 -5.066 -5.530
H: 9.603 -4.470 -4.031
H: 5.396 -3.352 -4.831
H: 6.432 -3.278 -6.210
H: 7.434 -2.387 -3.444
H: 6.543 -1.327 -4.531
H: 8.092 -1.961 -5.030
C: -8.130 -8.411 4.923
C: -7.908 -7.017 4.356
N: -6.682 -6.888 3.588
C: -6.363 -5.514 3.256
C: -7.320 -4.756 2.323
C: -6.509 -7.850 2.512
C: -7.573 -7.894 1.406
H: -7.295 -8.713 5.556
H: -9.036 -8.418 5.529
H: -8.261 -9.158 4.140
H: -7.855 -6.321 5.197
H: -8.798 -6.732 3.773
H: -5.356 -5.480 2.829
H: -6.291 -4.953 4.194
H: -7.197 -5.059 1.283
H: -7.104 -3.684 2.367
H: -8.365 -4.886 2.601
H: -6.441 -8.845 2.957
H: -5.527 -7.690 2.058
H: -8.587 -7.822 1.799
H: -7.499 -8.840 0.866
H: -7.429 -7.105 0.669
C: 0.240 6.426 -2.839
C: 0.733 7.820 -3.199
N: 2.085 7.840 -3.719
C: 2.628 9.185 -3.836
C: 1.969 10.152 -4.826
C: 2.338 6.961 -4.850
C: 1.504 7.167 -6.122
H: 0.899 5.954 -2.106
H: -0.760 6.490 -2.405
H: 0.169 5.778 -3.714
H: 0.710 8.425 -2.291
H: 0.009 8.276 -3.893
H: 3.693 9.110 -4.071
H: 2.589 9.640 -2.841
H: 2.246 9.932 -5.856
H: 2.305 11.169 -4.620
H: 0.881 10.148 -4.751
H: 2.199 5.930 -4.515
H: 3.398 7.022 -5.104
H: 0.450 7.346 -5.907
H: 1.562 6.272 -6.746
H: 1.880 7.989 -6.727

***

Q: Which of these has the highest frontier orbital gap?
A: C40H92N12O13

***

Q: The lowest HOMO level belongs to which entry?
A: C40H93BClN8O11P2